Record 1
Here is 2 unconnected molecules or ions with the total composition C3H4O2 in a non-equilibrium geometry from the OMol25 dataset. Energies are from ωB97M-V with the def2-TZVPD basis set.

## Properties
largest force on an atom: 3.495 eV Å⁻¹
HOMO-LUMO gap: 0.2854 hartree
DFT total energy: -266.94214 Ha
HOMO level: -7.48 eV

Geometry as ORCA input:
```
! wB97M-V def2-TZVPD RIJCOSX def2/J DEFGRID3
* xyz 0 1
C 0.99025 -0.39956 -1.72294
C 0.22103 -0.57553 -0.70249
C -0.51434 0.18545 1.21182
O 0.82022 -1.77768 -0.97753
O -0.33549 1.50526 1.22825
H 1.17482 -0.33944 -2.76283
H 0.19224 -0.35266 1.82679
H -1.50772 -0.22892 1.13246
H -1.04101 1.98308 0.76648
*
```

Record 2
Here is a single C3H4O2 molecule in a non-equilibrium geometry from the OMol25 dataset. Energies are from ωB97M-V with the def2-TZVPD basis set.

## Properties
SMILES string: O=C1COC1
largest force on an atom: 7.335 eV Å⁻¹
HOMO-LUMO gap: 0.3876 hartree
DFT total energy: -267.06383 Ha
HOMO level: -10.01 eV

Geometry as ORCA input:
```
! wB97M-V def2-TZVPD RIJCOSX def2/J DEFGRID3
* xyz 0 1
C 0.21394 0.72160 -0.08058
C -0.88453 -0.30897 -0.79078
C 0.55992 -0.11216 0.99182
H -0.42221 -0.47382 -1.93501
H -1.97626 0.02045 -0.72583
H 0.19911 -0.12101 2.00343
H 1.76396 -0.22527 0.85562
O 0.87154 1.69251 -0.49252
O -0.32547 -1.19333 0.17384
*
```

Record 3
Here is a single C3H4O2S molecule in a non-equilibrium geometry from the OMol25 dataset. Energies are from ωB97M-V with the def2-TZVPD basis set.

## Properties
SMILES string: O=C1OCCS1
largest force on an atom: 1.612 eV Å⁻¹
HOMO-LUMO gap: 0.3810 hartree
DFT total energy: -665.38520 Ha
HOMO level: -9.77 eV

Geometry as ORCA input:
```
! wB97M-V def2-TZVPD RIJCOSX def2/J DEFGRID3
* xyz 0 1
C -1.63971 -0.24235 -0.03762
C 0.89793 -0.58983 0.28355
C 0.48019 0.79631 -0.26470
H 0.97992 -0.47886 1.33758
H 1.81849 -0.95291 -0.18323
H 0.61072 0.86421 -1.31292
H 1.04874 1.61450 0.21978
O -2.81783 -0.26791 0.05707
O -0.91864 0.91020 0.04558
S -0.45982 -1.65338 -0.14509
*
```

Record 4
Here is a single C3H4O2S molecule in a non-equilibrium geometry from the OMol25 dataset. Energies are from ωB97M-V with the def2-TZVPD basis set.

## Properties
largest force on an atom: 2.694 eV Å⁻¹
HOMO-LUMO gap (spin up / spin down): 0.2859 / 0.2859 hartree
DFT total energy: -665.24082 Ha
HOMO level (spin up / spin down): -7.50 / -7.50 eV

Geometry as ORCA input:
```
! wB97M-V def2-TZVPD RIJCOSX def2/J DEFGRID3
* xyz 0 1
C -0.82700 0.90434 0.49824
C 0.69703 -0.60935 -1.37337
C -0.12757 0.38267 1.75259
O -0.44310 0.50590 -0.63043
O 1.67638 -0.95820 -0.85185
S 0.05763 -0.82248 -2.96340
H -0.90831 -0.12207 2.29218
H 0.56837 -0.39931 1.45178
H 0.26560 1.18449 2.32148
H -0.95903 -0.06598 -2.49722
*
```